ORCA calculation (ωB97M-V with the def2-TZVPD basis set) on the ion C2H6NO3S with charge +1.

The total energy is -20624.7934 eV. The calculation puts the relative energy (zero: lowest compared OMol25 entry of this formula, charge and spin) at 102.9 kcal/mol. As for the LUMO energy (alpha / beta): -6.589 / -6.432 eV.

```
! wB97M-V def2-TZVPD RIJCOSX def2/J DEFGRID3
* xyz 1 1
C 0.350 1.541 -0.460
C 0.021 -1.296 0.622
N 3.807 0.492 0.417
O 4.415 -0.294 -0.210
O 1.259 -0.677 -1.761
O 2.654 0.625 0.616
S 1.043 -0.161 -0.445
H -0.098 1.391 0.424
H -0.209 1.670 -1.410
H 1.039 2.470 -0.340
H -0.547 -0.651 1.261
H 0.789 -1.780 1.238
H -0.575 -1.976 0.051
*
```

These are the natural (NBO) partial charges, in e, on atoms 1 to 8: number 1, C, carries -0.78; number 2, C, carries -0.76; number 3, N, carries 0.55; number 4, O, carries -0.19; number 5, O, carries -0.77; number 6, O, carries -0.32; number 7, S, carries 1.61; number 8, H, carries 0.22

ORCA calculation (ωB97M-V with the def2-TZVPD basis set) on an isolated molecule of C2H6NOPS.

The total energy is -25828.5516 eV. The calculation puts the relative energy (zero: lowest compared OMol25 entry of this formula, charge and spin) at 81.5 kcal/mol. As for the LUMO energy (alpha / beta): -0.932 / -1.325 eV.

```
! wB97M-V def2-TZVPD RIJCOSX def2/J DEFGRID3
* xyz 0 1
C -0.070 -0.036 -1.593
C 0.392 -0.441 1.249
N -2.133 -1.285 0.060
O -1.645 -2.453 0.263
P -0.843 -0.086 -0.046
S -2.001 1.584 0.186
H -0.737 0.206 -2.352
H 0.613 -0.819 -1.685
H 0.139 -0.046 2.274
H 0.411 -1.490 1.045
H 1.241 0.005 0.697
H -1.619 2.067 -0.943
*
```

These are the natural (NBO) partial charges, in e, on atoms 1 to 8: number 1, C, carries -1.07; number 2, C, carries -0.97; number 3, N, carries -0.20; number 4, O, carries -0.30; number 5, P, carries 1.37; number 6, S, carries -0.24; number 7, H, carries 0.22; number 8, H, carries 0.22

ORCA calculation (ωB97M-V with the def2-TZVPD basis set) on a cluster of 2 separate species, C2H6NOS in total.

The total energy is -16544.6525 eV. The calculation puts the relative energy (zero: lowest compared OMol25 entry of this formula, charge and spin) at 38.7 kcal/mol. As for the LUMO energy: 4.040 eV.

```
! wB97M-V def2-TZVPD RIJCOSX def2/J DEFGRID3
* xyz -1 1
C -1.218 0.361 1.661
S -1.176 -1.474 1.121
H -1.885 0.501 2.696
H -0.166 0.841 1.867
H -1.589 0.951 0.811
C 1.543 0.130 -1.348
N 0.267 -0.272 -1.442
O 2.382 0.392 -2.282
H 2.016 0.209 -0.354
H -0.296 -0.662 -0.526
H 0.123 -0.976 -2.203
*
```

These are the natural (NBO) partial charges, in e, on atoms 1 to 8: number 1, C, carries -0.74; number 2, S, carries -0.65; number 3, H, carries 0.18; number 4, H, carries 0.17; number 5, H, carries 0.19; number 6, C, carries 0.51; number 7, N, carries -0.88; number 8, O, carries -0.69

ORCA calculation (ωB97M-V with the def2-TZVPD basis set) on a cluster of 2 separate species, C2H6NOS in total.

The total energy is -16545.3886 eV. The calculation puts the relative energy (zero: lowest compared OMol25 entry of this formula, charge and spin) at 21.7 kcal/mol. As for the LUMO energy: 4.077 eV.

```
! wB97M-V def2-TZVPD RIJCOSX def2/J DEFGRID3
* xyz -1 1
C -1.892 0.599 1.571
S -0.239 1.361 1.446
H -2.567 0.940 0.774
H -2.391 0.762 2.537
H -1.909 -0.505 1.608
C 2.005 -0.486 -1.720
N 0.995 -0.546 -0.830
O 2.158 -1.221 -2.688
H 2.834 0.124 -1.346
H 0.670 0.210 -0.181
H 0.336 -1.238 -1.172
*
```

These are the natural (NBO) partial charges, in e, on atoms 1 to 8: number 1, C, carries -0.74; number 2, S, carries -0.68; number 3, H, carries 0.18; number 4, H, carries 0.17; number 5, H, carries 0.17; number 6, C, carries 0.52; number 7, N, carries -0.84; number 8, O, carries -0.68